Entry 1:
14
Properties=species:S:1:pos:R:3:forces:R:3:lowdin_charge:R:1 method="wB97M-V/def2-TZVPD" lumo_ev=0.701 multiplicity=1
C -0.89727 1.65475 0.02128 -0.6 2.0 1.8 -0.139
N 1.50206 0.20430 -0.19694 0.9 0.2 0.4 0.058
C 0.40536 -1.87902 0.00396 -0.2 0.3 0.3 -0.070
H -0.48227 -2.31486 -0.47516 0.4 0.1 0.1 0.028
H 1.34742 -2.14272 -0.51967 -0.7 0.2 0.5 0.090
N 0.27244 -0.40977 0.00221 -0.6 -1.3 -0.3 -0.275
H -1.85918 2.10993 0.40375 1.0 -0.9 -0.5 0.087
H 0.38952 -2.16839 1.07409 0.2 -0.3 -0.6 0.095
H -0.78518 2.06539 -0.97832 0.3 0.0 -0.2 0.078
H -0.09118 2.06198 0.72084 -0.8 -0.5 -1.1 0.097
C -0.93890 0.17507 0.01938 0.0 -0.6 -0.4 -0.828
H 1.44612 1.09943 -0.64674 -0.2 0.2 0.1 0.077
S -2.39075 -0.68408 -0.08444 0.8 0.6 0.3 0.587
H 2.08182 0.22799 0.65576 -0.7 0.2 -0.5 0.113

---

Entry 2:
14
Properties=species:S:1:pos:R:3:forces:R:3:lowdin_charge:R:1 method="wB97M-V/def2-TZVPD" lumo_ev=-3.838 total_charge=+1 multiplicity=1
C -1.06068 -0.55766 0.00451 3.5 -4.4 0.5 0.011
H 1.42931 1.07762 -1.77372 0.2 0.3 1.9 0.163
H 1.57934 -1.64988 0.99290 -0.1 -1.8 0.8 0.090
H 2.42994 -0.22826 1.49832 -1.3 -0.4 -1.1 0.171
H -3.46326 1.12578 -0.85053 0.0 -0.5 0.6 0.110
C -3.04574 0.79046 0.11188 0.0 -0.8 -1.1 0.064
H 1.24809 -1.00288 -1.13352 -0.8 0.3 0.6 0.157
N -2.16726 -0.13483 0.15195 -2.5 3.3 -0.4 -0.073
C 1.31564 -0.26345 -0.32099 2.1 0.2 -0.5 -0.312
H 1.68815 1.77753 -0.17993 0.1 0.1 0.4 0.128
N 1.80189 -0.72094 0.82131 0.6 1.5 0.8 0.153
N 1.59242 0.95418 -0.73944 -0.8 0.1 -2.9 0.151
H -0.91618 -1.70784 0.18434 -0.6 1.7 -0.5 0.108
H -3.32432 1.24350 1.01887 -0.5 0.5 1.0 0.078

---

Entry 3:
14
Properties=species:S:1:pos:R:3:forces:R:3:lowdin_charge:R:1 method="wB97M-V/def2-TZVPD" lumo_ev="-4.257 / -4.862" total_charge=+1 multiplicity=1
N 0.25567 0.52407 -0.75078 -2.2 1.2 -3.5 0.003
H -1.35984 1.88687 -0.08424 0.7 -1.6 0.3 0.164
H 0.74378 1.40129 -0.62621 1.4 0.4 -0.7 0.152
H -0.06883 0.42605 -1.83718 0.1 1.0 3.3 0.262
H 1.24672 -0.78525 1.50018 -0.5 0.0 0.5 0.097
H 1.38025 -1.26424 -1.37730 0.2 -0.6 -2.5 0.109
N 1.63144 -0.84825 0.58714 0.5 0.1 -2.6 0.127
C 1.01759 -0.64487 -0.64845 0.1 -0.1 5.7 -0.162
C -1.78308 -0.21371 0.40140 -1.5 1.0 2.2 -0.310
N -1.78930 -1.17824 -0.33925 0.5 -1.4 -1.1 0.224
H 2.43646 -1.43296 0.44674 0.1 -0.3 0.8 0.107
C -0.85014 0.92716 0.30905 1.1 1.7 -0.6 -0.084
H -0.27762 1.32570 1.23210 -0.9 -1.3 -1.2 0.160
H -2.58310 -0.12362 1.18681 0.5 0.0 -0.5 0.149

---

Entry 4:
14
Properties=species:S:1:pos:R:3:forces:R:3:lowdin_charge:R:1 method="wB97M-V/def2-TZVPD" lumo_ev=-3.932 total_charge=+1 multiplicity=1
H 1.19147 2.03864 0.37324 -0.1 -1.3 -0.4 0.135
H -0.08413 0.50366 -1.23915 -0.4 1.3 0.2 0.183
N 0.09641 0.20361 -0.28136 -0.2 0.6 -1.1 -0.131
H -1.09752 0.37269 1.61989 1.2 0.5 1.0 0.139
H 2.16654 0.61816 -0.41480 -0.4 0.8 -0.2 0.114
C -1.14757 0.38833 0.55751 -1.2 4.4 -1.9 -0.132
C 1.31871 0.93293 0.21470 0.9 -1.7 1.1 0.043
H -1.62134 1.42326 0.15459 0.8 -2.4 1.4 0.207
H 1.54355 0.37600 1.14684 -0.1 0.9 0.0 0.116
H 0.58904 -1.83526 0.10688 -0.4 0.2 0.7 0.135
H 0.50932 -1.57974 -1.51015 -0.8 0.9 -0.4 0.147
N -1.97883 -0.66824 0.25896 -2.5 -0.3 -0.1 0.005
N -1.51066 -1.55831 -0.39458 2.7 -0.9 -1.1 0.125
C 0.02502 -1.21571 -0.59257 0.6 -3.0 0.7 -0.086

---

Entry 5:
14
Properties=species:S:1:pos:R:3:forces:R:3:lowdin_charge:R:1 method="wB97M-V/def2-TZVPD" lumo_ev=-5.306 total_charge=+1 multiplicity=1
H 2.12590 0.54814 0.83507 -0.3 -0.7 0.8 0.133
N -1.28479 0.62360 -0.94743 1.3 2.0 -1.2 0.201
N 1.24590 0.71240 -0.91692 0.1 1.1 -1.9 0.099
H -0.45483 0.36770 -1.61430 -1.3 -0.2 1.6 0.161
H -0.85041 -2.25299 0.62484 1.0 0.4 -0.9 0.126
H 0.09961 -0.41043 1.97990 -0.9 0.0 -2.0 0.181
H -1.82225 1.41570 -1.37961 0.0 -1.2 1.0 0.176
C -1.05432 0.57791 0.32939 -1.9 -2.1 -1.7 -0.023
H 0.75730 -2.15047 0.11396 -0.6 0.3 0.2 0.108
C 1.27106 0.24659 0.22951 0.2 1.4 1.3 -0.137
H -1.78041 0.97744 0.98191 -0.4 1.3 0.7 0.141
C -0.08285 -0.40209 0.82229 4.1 0.7 1.1 -0.338
H 1.97267 1.40052 -1.18732 0.0 -1.2 0.2 0.120
N -0.14258 -1.65402 0.12870 -1.4 -1.7 0.8 0.052

---

Entry 6:
14
Properties=species:S:1:pos:R:3:forces:R:3:lowdin_charge:R:1 method="wB97M-V/def2-TZVPD" lumo_ev=-3.861 total_charge=+1 multiplicity=1
C 0.04042 0.15532 1.23298 0.0 0.1 0.0 -0.069
N -0.49656 0.13397 -1.07355 0.0 0.5 -0.5 0.067
H 1.47155 -0.24267 -1.68441 -0.2 0.2 -0.1 0.169
H 3.16060 -0.63259 0.29652 0.0 0.0 -0.3 0.079
N 0.82875 -0.34489 -0.91046 0.3 -0.4 -0.4 0.083
H -1.97251 0.55366 0.42561 0.1 0.0 -0.2 0.141
H 0.11389 1.20191 1.53326 0.0 0.0 0.0 0.136
C -1.11579 -0.10041 0.27473 -0.3 -0.1 1.0 -0.075
N 2.38990 -0.39334 0.90629 0.6 0.0 0.5 0.196
C 1.26217 -0.21657 0.43100 -0.6 0.1 0.0 -0.426
H -1.43302 -1.14299 0.32664 0.0 0.1 -0.2 0.145
H -0.99478 -0.38276 -1.81453 0.3 0.1 0.3 0.206
H -0.01868 -0.44200 2.13947 -0.1 0.0 -0.1 0.140
H -0.53861 1.14448 -1.30768 0.1 -0.4 0.1 0.207

---

Entry 7:
15
Properties=species:S:1:pos:R:3:forces:R:3:lowdin_charge:R:1 method="wB97M-V/def2-TZVPD" lumo_ev=-4.688 total_charge=+1 multiplicity=1
H 3.11611 0.16777 0.82857 0.2 1.0 0.1 0.141
C 1.27050 0.34496 -0.13016 -1.0 -0.5 1.3 -0.172
H -0.65036 0.87806 -0.16011 -0.8 -0.1 0.5 0.053
O -4.34625 -0.26149 -0.18401 -1.2 -0.6 0.2 0.068
C 1.59788 -1.02472 0.31292 -1.7 -0.6 -0.9 -0.021
N -2.15654 -0.04346 -0.17889 1.1 0.3 1.8 0.070
C 2.62890 -0.06200 -0.10620 2.9 0.4 -0.4 -0.042
H 1.23444 -1.84771 -0.29501 0.0 0.1 -0.1 0.136
H 3.43334 -0.16372 -0.84335 -0.9 0.2 -0.4 0.148
N 0.31780 1.19700 -0.26009 2.7 0.6 -2.5 0.264
H -2.13281 -0.22881 -1.15909 -1.1 -0.6 -0.9 0.082
H 1.65583 -1.20587 1.34694 -0.4 -0.5 1.1 0.114
H -3.24913 0.34129 1.37280 -0.5 -1.3 -1.4 0.225
N -3.30285 -0.07717 0.36888 1.5 2.1 0.0 -0.258
H 0.58315 1.98587 -0.91320 -0.8 -0.6 1.4 0.191

---

Entry 8:
15
Properties=species:S:1:pos:R:3:forces:R:3:lowdin_charge:R:1 method="wB97M-V/def2-TZVPD" lumo_ev=-3.387 total_charge=+1 multiplicity=1
H 0.89375 -0.51736 0.17718 2.3 0.0 -0.1 0.043
H -5.03291 0.05419 0.03850 -2.1 0.3 1.3 0.087
H 2.38975 -1.48493 0.36408 1.0 -0.2 0.1 0.128
H -4.14017 -0.51272 -1.14755 0.7 -1.0 -3.2 0.068
N -1.98136 0.31836 0.13047 0.3 0.0 0.1 -0.098
H -3.73892 -1.16990 0.48340 -0.9 -1.4 0.1 0.103
H 4.45663 1.24575 0.18098 0.7 0.9 -0.3 0.116
C -4.12328 -0.40073 -0.14118 1.7 1.0 2.0 0.043
N 2.01848 -0.58299 0.16465 -5.4 2.0 -0.4 0.148
N 3.93587 0.45851 -0.11599 1.1 1.3 0.0 0.155
H 4.49346 -0.35837 -0.27515 -0.3 -0.6 0.3 0.135
H 2.25399 1.57070 -0.23102 -0.8 -0.9 0.7 0.176
O -3.21116 0.67059 0.22819 -0.4 1.3 -0.2 -0.061
C -0.84224 0.15298 0.16361 0.6 -0.3 -0.1 0.129
C 2.62812 0.55594 -0.02018 1.5 -2.5 -0.3 -0.173

---

Entry 9:
15
Properties=species:S:1:pos:R:3:forces:R:3:lowdin_charge:R:1 method="wB97M-V/def2-TZVPD" lumo_ev=-4.206 total_charge=+1 multiplicity=1
C -0.25470 0.02261 -1.66272 2.6 1.0 -0.5 -0.135
H 0.96456 1.36480 0.77029 0.8 0.4 -0.4 0.126
H 3.05760 -0.13577 0.29758 1.1 0.6 -0.3 0.078
H 2.04242 -0.65235 1.59476 0.2 -0.8 2.8 0.061
C 2.11302 -0.50249 0.58876 -1.7 1.3 -2.3 -0.021
O 0.84359 0.59981 -1.13815 -0.2 0.5 1.3 -0.032
H 1.90727 -1.41385 0.03356 -0.2 0.0 0.1 0.098
H -0.15375 0.20360 -2.79438 -0.8 -0.8 1.7 0.195
N 0.98252 0.44809 0.35294 -0.6 -2.0 -1.9 -0.022
H -1.83872 1.38094 0.07592 0.4 2.4 -1.3 0.084
N -2.16036 0.62487 0.56892 -1.8 -2.6 2.9 0.180
N -1.06320 -0.65390 -0.97856 -1.1 -0.2 0.5 0.137
C -1.60722 -0.53970 0.22535 -1.5 -1.0 -0.4 -0.127
H -2.95243 0.77132 1.28136 2.1 -0.6 -1.4 0.190
H -1.88061 -1.51796 0.78438 0.7 2.0 -0.8 0.189

---

Entry 10:
15
Properties=species:S:1:pos:R:3:forces:R:3:lowdin_charge:R:1 method="wB97M-V/def2-TZVPD" lumo_ev=-3.625 total_charge=+1 multiplicity=1
O -1.24435 1.23373 -0.32457 0.7 1.8 -0.3 -0.029
H -2.46015 -2.78125 0.46990 -1.1 0.3 -0.7 0.144
H 2.49969 0.43876 -0.32310 -0.2 -0.1 -0.8 0.108
N -1.13400 -1.47648 0.25880 0.7 0.4 0.1 0.093
H 2.33673 -1.32726 -0.41591 -0.4 0.7 -0.8 0.119
N -2.28951 -1.98255 -0.13435 2.1 0.1 0.7 0.145
H 1.13560 -0.27202 -1.39859 1.0 0.0 0.2 0.118
H -0.03333 2.30188 0.92532 -0.4 0.2 -1.4 0.113
C -0.79366 2.30626 0.05960 -0.2 -2.6 2.3 -0.028
C -0.28404 -0.68442 0.47179 -3.9 -2.9 -0.2 -0.147
C 1.77347 -0.36559 -0.50034 1.8 -0.7 -0.6 -0.022
N 0.90129 -0.34270 0.61284 1.3 1.8 2.3 0.001
H -2.87331 -1.28661 -0.53997 -1.3 -0.1 0.1 0.122
H 1.18375 0.05498 1.50036 0.1 0.1 -0.2 0.178
H -1.27275 3.23629 -0.12206 -0.3 1.1 -0.9 0.085

---

Entry 11:
15
Properties=species:S:1:pos:R:3:forces:R:3:lowdin_charge:R:1 method="wB97M-V/def2-TZVPD" lumo_ev=-3.253 total_charge=+1 multiplicity=1
N -4.67741 0.35802 0.15217 -2.8 -1.2 0.3 0.220
H 2.61084 2.00937 -0.76636 -0.8 0.6 0.2 0.139
H 1.06301 -2.32007 -0.63595 0.9 1.3 0.9 0.136
C 1.01842 0.86602 -0.19242 -2.7 3.9 1.3 -0.196
C 1.50891 -1.53013 0.06589 -4.4 -1.4 1.3 0.037
H 0.23256 1.76708 -0.09881 1.5 -2.3 -0.9 0.217
H -5.50206 -0.27117 0.36115 2.0 1.4 -0.5 0.152
H 3.08866 0.70105 0.07918 -1.3 -0.1 -0.3 0.151
O -2.36604 0.60094 -0.05451 2.0 0.3 -0.3 0.111
H 2.38757 -1.13867 -0.20271 3.5 0.5 -1.4 0.013
N 2.25600 1.25153 -0.20308 3.7 -0.1 -0.5 0.165
H -0.32181 -0.45135 0.32041 -1.9 0.1 0.1 0.104
H 1.60723 -1.97365 1.10153 -0.4 0.7 -1.1 0.125
C -3.51207 0.43749 0.02304 -1.1 -0.5 0.6 -0.432
N 0.60620 -0.30645 0.05046 1.5 -3.2 0.3 0.058

---

Entry 12:
15
Properties=species:S:1:pos:R:3:forces:R:3:lowdin_charge:R:1 method="wB97M-V/def2-TZVPD" lumo_ev="-7.216 / -6.621" total_charge=+1 multiplicity=1
H 0.62295 1.59121 3.01230 3.0 1.9 2.1 0.081
N -0.54910 -0.20796 0.72243 -0.2 -1.8 -1.5 0.196
H -0.97421 -1.51296 -3.00350 0.1 0.4 0.4 0.138
C -0.85935 -0.81296 -2.16063 -2.0 2.0 0.8 -0.116
C 0.26047 0.35536 1.54897 1.7 1.9 0.6 -0.479
C 0.43280 -0.15203 -1.87365 1.5 0.9 -1.7 -0.203
H -1.36423 -0.63639 1.13108 -0.5 0.0 -0.1 0.112
H -1.84694 -0.25114 -1.84060 2.1 -1.6 -0.4 0.172
H 0.63314 0.70222 -1.22678 -0.7 0.2 -0.5 0.117
H 1.78131 -0.41127 0.73380 0.1 1.0 0.6 0.146
O 1.60636 0.39263 1.29259 -1.6 -1.3 -0.4 0.112
N -0.08325 1.14057 2.59384 -1.7 -2.9 -2.7 0.247
N 0.08460 -1.31077 -1.18203 -0.8 -0.5 2.4 0.196
H 1.27089 -0.25587 -2.59170 -0.3 -0.3 0.5 0.147
H -1.01543 1.36936 2.84388 -0.7 0.0 -0.1 0.133

---

Entry 13:
15
Properties=species:S:1:pos:R:3:forces:R:3:lowdin_charge:R:1 method="wB97M-V/def2-TZVPD" lumo_ev=-5.160 total_charge=+1 multiplicity=1
C 1.92796 -0.73394 0.18461 -2.7 0.3 -0.9 0.008
H 1.07901 2.13890 0.21654 -0.9 2.0 2.1 0.101
N 2.02781 0.49492 0.12977 1.6 0.5 0.6 0.013
H -1.08325 1.76134 0.53018 -1.4 -2.0 -0.7 0.162
O -2.55512 0.41044 -0.19328 -1.2 -0.4 -0.2 0.055
H 0.44654 -1.63590 -1.25090 0.2 0.1 1.8 0.172
C -1.37924 0.63295 0.37922 3.6 0.9 3.8 -0.283
N -0.27731 0.06019 -0.45008 0.2 2.1 1.6 -0.029
C 0.41739 -1.11587 -0.22925 -0.4 -2.0 0.4 -0.113
H -2.74158 -0.53939 -0.13170 -0.4 0.2 -0.1 0.135
H -1.12271 0.16640 1.46468 -1.2 0.8 -2.2 0.183
H -0.45111 0.28478 -1.37476 -0.3 0.4 -2.4 0.132
H 2.56630 -1.53932 0.35724 1.5 -0.6 0.3 0.117
N 1.19035 1.32319 -0.28757 0.7 -3.0 -2.7 0.181
H -0.04504 -1.70868 0.65530 0.8 0.7 -1.7 0.166

---

Entry 14:
15
Properties=species:S:1:pos:R:3:forces:R:3:lowdin_charge:R:1 method="wB97M-V/def2-TZVPD" lumo_ev=-4.455 total_charge=+1 multiplicity=1
H 1.19305 -0.44644 1.47068 -0.4 -0.3 -0.4 0.203
H -1.60024 -0.28330 0.39240 -1.6 -1.5 0.1 0.101
H 1.17674 -0.15923 -2.00220 -0.3 1.2 -0.7 0.165
H -0.13826 2.15837 -0.19081 0.7 -2.6 -0.7 0.158
H -0.82291 0.80097 1.56758 -0.1 -0.4 0.3 0.128
H -1.02087 1.13511 -1.35951 1.4 -0.9 1.6 0.151
N 2.39894 0.81781 -0.67462 0.2 2.2 -0.3 0.035
H 0.28152 -1.81115 1.30264 -0.7 0.1 0.4 0.200
C -0.71857 0.16993 0.69272 1.7 1.3 0.2 -0.045
N 0.43978 -0.88792 0.90342 -1.1 1.2 0.2 0.099
O 2.46069 1.98298 -1.02415 -0.4 -2.5 0.7 0.051
C 1.06066 0.18801 -0.97546 -0.9 1.2 -1.1 -0.326
N 0.91259 -1.06974 -0.38448 1.9 -1.7 -0.5 -0.021
H 0.43246 -1.76032 -0.97744 0.0 0.4 1.0 0.179
C -0.22847 1.01052 -0.51006 -0.4 2.3 -0.9 -0.081

---

Entry 15:
15
Properties=species:S:1:pos:R:3:forces:R:3:lowdin_charge:R:1 method="wB97M-V/def2-TZVPD" lumo_ev="-3.828 / -7.356" total_charge=+1 multiplicity=3
O -1.73380 -0.10744 0.58346 0.5 -1.4 -0.2 -0.071
H -0.88467 -2.05968 0.96814 0.6 2.6 -1.1 0.184
H -2.27472 1.15818 -1.00960 1.7 -0.6 0.2 0.168
H -1.15659 -1.72540 -0.72472 -0.9 0.6 -0.5 0.121
C -1.44579 1.04096 -0.21564 -2.2 -0.8 -0.4 -0.107
N 0.41826 -0.43329 -0.35524 -3.2 -0.3 -1.0 -0.054
C -0.92869 -1.15484 0.17171 0.7 -1.1 0.5 -0.099
H 1.68441 -0.44119 1.39140 -0.6 0.3 -1.1 0.218
H 1.58589 -1.74104 0.47453 0.2 -1.0 -0.6 0.165
H 1.74556 1.93643 -0.84623 -2.3 1.2 -0.3 0.161
H 2.38895 -0.42227 -0.11345 0.3 -0.2 -0.4 0.172
H -1.65476 1.84855 0.42127 -0.1 1.4 0.9 0.113
C 0.01086 0.92657 -0.45167 -5.5 -5.7 1.1 -0.430
N 1.54880 -0.74710 0.35001 2.4 0.4 4.0 0.162
N 0.69627 1.92156 -0.64396 8.3 4.5 -1.2 0.296

---

Entry 16:
16
Properties=species:S:1:pos:R:3:forces:R:3:lowdin_charge:R:1 method="wB97M-V/def2-TZVPD" lumo_ev=-3.663 total_charge=+1 multiplicity=1
C -1.34985 -0.17238 -0.37689 -2.3 -0.8 1.0 -0.437
H 0.72595 1.10782 -1.53323 -0.7 -0.6 -2.1 0.131
N -0.40566 -0.87815 0.32757 0.4 3.3 -0.4 -0.057
H 0.42584 -2.71609 -0.46572 -0.1 1.1 -0.5 0.113
H 2.00304 1.87206 -0.95760 1.8 -0.7 0.9 0.150
C -0.22413 -2.24560 0.29356 0.5 -3.4 -1.5 -0.041
C 0.09312 1.27067 0.38911 1.9 2.1 1.6 -0.323
O -2.36718 -0.53692 -0.87835 1.2 0.0 -0.3 0.195
H 0.08043 2.09263 1.10555 0.8 -0.1 0.0 0.182
H 0.24428 -2.65259 1.13374 0.5 0.0 2.0 0.080
N 1.02320 1.76289 -0.87136 -1.1 1.6 1.8 0.288
N 0.62539 0.05169 0.84803 -1.5 -1.9 0.8 0.124
O -1.12456 1.22991 -0.15191 0.2 -1.9 -0.6 0.120
H -1.13063 -2.83713 0.19700 -0.6 0.7 0.1 0.119
H 0.71452 2.72860 -0.96450 -0.7 -0.1 -1.0 0.167
H 0.66624 -0.07742 1.90500 -0.3 0.6 -1.7 0.192

---

no.,electronic energy (eV),strongest force on any atom (Eh/bohr)
1,-17054.9038,0.054
2,-7701.3016,0.110
3,-7699.4984,0.110
4,-7701.2549,0.096
5,-7702.2560,0.084
6,-7703.0223,0.020
7,-9746.8836,0.072
8,-9748.0051,0.113
9,-9748.8703,0.083
10,-9748.1336,0.094
11,-9751.5303,0.096
12,-9747.2411,0.084
13,-9747.4551,0.104
14,-9747.1312,0.055
15,-9743.4420,0.185
16,-11797.3632,0.073